[1]
A structure of composition C21H29GaN3O5. Source: the OMol25 dataset; level of theory: ωB97M-V/def2-TZVPD.

Geometry as XYZ:
```
59
C21H29GaN3O5 (ωB97M-V/def2-TZVPD)
C 0.97844 4.83843 0.27357
C 0.40637 5.08717 -0.78398
C -0.35387 5.06433 -2.17698
C -1.39971 3.83013 -2.16824
C -2.92711 4.28039 -2.04051
Ga -4.01206 3.29198 -0.59270
C -5.74293 4.41395 -0.26430
N -5.25466 5.79101 0.18097
C -4.40086 1.30044 -0.99252
O -3.56835 0.34651 -0.23400
C -2.18627 0.70745 -0.35725
C -1.18035 -0.50534 -0.18204
H 1.57353 4.54460 1.17174
H 0.44031 4.79792 -2.94128
H -0.84437 6.06172 -2.35810
H -1.15249 3.24096 -1.22602
H -1.24540 3.24160 -3.11898
H -2.90873 5.38812 -1.73982
H -3.44455 4.27238 -3.06326
H -3.16878 3.36958 0.78965
H -6.31342 3.96535 0.60702
H -6.36940 4.52152 -1.20408
H -4.90739 6.21989 -0.69315
H -4.38237 5.57634 0.69728
H -4.42661 1.02868 -2.10363
H -5.46424 1.10154 -0.61412
H -1.89865 1.48658 0.42754
H -2.05678 1.14610 -1.40555
H -0.98858 -1.05339 -1.16190
H -0.16049 -0.08214 0.11867
H -1.48626 -1.22319 0.63471
C -1.53852 -5.73949 3.65620
C -0.22418 -5.31834 3.82396
C 0.43706 -4.67370 2.78673
C -0.22982 -4.45243 1.58720
C -1.54110 -4.87686 1.40891
C -2.19486 -5.52333 2.44997
N 0.45527 -3.74989 0.49805
O 1.61538 -3.40576 0.68228
O -0.17025 -3.54558 -0.52402
H -2.05443 -6.23780 4.47040
H 0.28414 -5.49022 4.76603
H 1.46088 -4.34965 2.92854
H -2.06346 -4.71057 0.47432
H -3.21869 -5.85579 2.32282
C 5.37853 -2.89441 1.07721
C 6.69301 -2.47169 1.24267
C 7.35255 -1.82825 0.20376
C 6.68399 -1.60936 -0.99561
C 5.37202 -2.03554 -1.17147
C 4.71989 -2.68121 -0.12816
N 7.36944 -0.90797 -2.08623
O 8.52759 -0.56508 -1.90274
O 6.74364 -0.70384 -3.11280
H 4.86402 -3.39196 1.89278
H 7.20278 -2.64165 2.18445
H 8.37638 -1.50331 0.34385
H 4.84808 -1.87171 -2.10545
H 3.69670 -3.01525 -0.25234
```

- Net charge: -1

The net atomic charges from natural (NBO), expressed in e, are: atom 1 (C): -0.333, atom 2 (C): 0.021, atom 3 (C): -0.465, atom 4 (C): -0.400, atom 5 (C): -0.917, atom 6 (Ga): 1.078, atom 7 (C): -0.700, atom 8 (N): -0.862, atom 9 (C): -0.546, atom 10 (O): -0.592, atom 11 (C): -0.070, atom 12 (C): -0.636, atom 13 (H): 0.241, atom 14 (H): 0.219, atom 15 (H): 0.228, atom 16 (H): 0.218, atom 17 (H): 0.194, atom 18 (H): 0.185, atom 19 (H): 0.191, atom 20 (H): -0.364, atom 21 (H): 0.175, atom 22 (H): 0.172, atom 23 (H): 0.332, atom 24 (H): 0.347, atom 25 (H): 0.149, atom 26 (H): 0.175, atom 27 (H): 0.187, atom 28 (H): 0.172, atom 29 (H): 0.205, atom 30 (H): 0.200, atom 31 (H): 0.197, atom 32 (C): -0.179, atom 33 (C): -0.215, atom 34 (C): -0.208, atom 35 (C): 0.087, atom 36 (C): -0.200, atom 37 (C): -0.209, atom 38 (N): 0.518, atom 39 (O): -0.407, atom 40 (O): -0.344, atom 41 (H): 0.217, atom 42 (H): 0.219, atom 43 (H): 0.244, atom 44 (H): 0.255, atom 45 (H): 0.224, atom 46 (C): -0.177, atom 47 (C): -0.217, atom 48 (C): -0.215, atom 49 (C): 0.081, atom 50 (C): -0.204, atom 51 (C): -0.209, atom 52 (N): 0.515, atom 53 (O): -0.386, atom 54 (O): -0.371, atom 55 (H): 0.217, atom 56 (H): 0.217, atom 57 (H): 0.244, atom 58 (H): 0.251, atom 59 (H): 0.250

---

[2]
A structure of composition C6H14GaI2NO. Source: the OMol25 dataset; level of theory: ωB97M-V/def2-TZVPD.

Geometry as XYZ:
```
25
C6H14GaI2NO (ωB97M-V/def2-TZVPD)
Ga 1.09493 -0.72581 -0.08522
I 3.03688 1.49675 -0.06206
C 2.47720 3.59517 -0.05204
I 0.39441 3.96658 -0.11532
H 2.92809 4.03969 -0.92869
H 2.86988 4.01784 0.86260
C -2.04471 -0.92013 -1.21507
C -1.65228 -0.07487 0.00346
C -2.49882 1.21571 -0.00130
C -1.96971 -0.86163 1.28112
N -0.27938 0.39089 -0.04770
H -3.11650 -1.13546 -1.23130
H -1.50015 -1.87024 -1.18786
H -1.77427 -0.39275 -2.13019
H -3.56385 0.97369 0.03211
H -2.28683 1.78989 -0.90359
H -2.24002 1.82813 0.86287
H -3.03611 -1.08905 1.36224
H -1.66104 -0.28605 2.15413
H -1.41201 -1.80428 1.27459
C 3.26815 -2.88111 0.02716
O 2.58493 -1.65389 -0.01928
H 2.58069 -3.73013 0.02397
H 3.87332 -2.92612 0.93457
H 3.92720 -2.96284 -0.83917
```

The net atomic charges from Löwdin, expressed in e, are: atom 1 (Ga): 0.455, atom 2 (I): 0.912, atom 3 (C): -1.112, atom 4 (I): 0.749, atom 5 (H): -0.045, atom 6 (H): -0.044, atom 7 (C): -0.088, atom 8 (C): -0.815, atom 9 (C): -0.090, atom 10 (C): -0.086, atom 11 (N): -0.134, atom 12 (H): 0.078, atom 13 (H): 0.062, atom 14 (H): 0.078, atom 15 (H): 0.077, atom 16 (H): 0.064, atom 17 (H): 0.063, atom 18 (H): 0.078, atom 19 (H): 0.078, atom 20 (H): 0.062, atom 21 (C): -0.180, atom 22 (O): -0.402, atom 23 (H): 0.078, atom 24 (H): 0.081, atom 25 (H): 0.081

---

[3]
A structure of composition C19H26BrF3N4O3SY. Source: the OMol25 dataset; level of theory: ωB97M-V/def2-TZVPD.

Geometry as XYZ:
```
58
C19H26BrF3N4O3SY (ωB97M-V/def2-TZVPD)
Y 1.16084 -0.52708 -1.59609
Br -1.04971 -0.36996 -3.73297
C -2.37715 -1.29002 -2.69792
C -3.57382 -1.51886 -3.30510
C -4.59987 -2.16354 -2.58056
C -4.38941 -2.53589 -1.28658
C -3.14270 -2.29688 -0.65621
C -2.92857 -2.68870 0.69081
C -1.71686 -2.47973 1.28418
C -0.67236 -1.86422 0.54760
C -0.79864 -1.44766 -0.76288
C -2.07871 -1.67373 -1.36290
H -3.73972 -1.21335 -4.32863
H -5.54826 -2.35511 -3.06360
H -5.17220 -3.02855 -0.72268
H -3.73089 -3.18768 1.22202
H -1.54069 -2.83020 2.29690
H 0.28291 -1.74720 1.06269
N 0.07902 1.84304 -1.41985
C 0.21929 2.11894 0.01738
C 0.08971 3.61399 0.35817
C 0.45802 4.15068 1.74848
C -0.09838 3.44909 2.98768
N -1.43105 2.86642 2.82291
C -1.66162 1.55819 2.79514
N -2.91848 1.10467 2.68127
N -0.66109 0.68991 2.85212
C 1.52021 1.45100 0.49836
O 1.68544 1.26889 1.70790
O 2.29175 1.04059 -0.43478
H 0.74029 2.41353 -1.94261
H -0.84991 2.07439 -1.75339
H -0.58698 1.56152 0.49680
H -0.94527 3.88761 0.13099
H 0.69793 4.17508 -0.35717
H 0.14101 5.19621 1.75685
H 1.54113 4.16874 1.87945
H -0.13476 4.14803 3.82359
H 0.56888 2.64867 3.27882
H -2.22643 3.48319 2.78249
H -3.70605 1.71835 2.78965
H -3.09921 0.11648 2.62485
H 0.30661 0.99617 2.68443
H -0.85857 -0.28576 2.67583
C 4.46850 -3.59394 -0.77616
S 3.62533 -2.44968 0.29575
C 4.73241 -1.05992 0.16145
O 2.38327 -2.06774 -0.49988
H 4.54382 -3.14191 -1.76471
H 3.88045 -4.50807 -0.80927
H 5.45222 -3.79881 -0.35439
H 5.57883 -1.24105 0.82333
H 4.17087 -0.18800 0.49488
H 5.05040 -0.93487 -0.87299
F 2.08128 -1.61067 -4.59225
C 2.39768 -0.93328 -3.46669
F 3.74540 -1.15379 -3.28858
F 2.34387 0.44247 -3.84393
```

- Net charge: +1
- Energy relative to the best compared isomer or geometry (same formula, charge and spin): 0.301 eV

The net atomic charges from natural (NBO), expressed in e, are: atom 1 (Y): 1.886, atom 2 (Br): 0.133, atom 3 (C): -0.050, atom 4 (C): -0.239, atom 5 (C): -0.198, atom 6 (C): -0.169, atom 7 (C): -0.092, atom 8 (C): -0.181, atom 9 (C): -0.265, atom 10 (C): -0.256, atom 11 (C): -0.573, atom 12 (C): -0.022, atom 13 (H): 0.237, atom 14 (H): 0.229, atom 15 (H): 0.218, atom 16 (H): 0.217, atom 17 (H): 0.215, atom 18 (H): 0.201, atom 19 (N): -0.868, atom 20 (C): -0.161, atom 21 (C): -0.406, atom 22 (C): -0.415, atom 23 (C): -0.227, atom 24 (N): -0.565, atom 25 (C): 0.675, atom 26 (N): -0.777, atom 27 (N): -0.789, atom 28 (C): 0.789, atom 29 (O): -0.703, atom 30 (O): -0.810, atom 31 (H): 0.395, atom 32 (H): 0.394, atom 33 (H): 0.211, atom 34 (H): 0.204, atom 35 (H): 0.226, atom 36 (H): 0.221, atom 37 (H): 0.235, atom 38 (H): 0.224, atom 39 (H): 0.230, atom 40 (H): 0.412, atom 41 (H): 0.415, atom 42 (H): 0.428, atom 43 (H): 0.457, atom 44 (H): 0.423, atom 45 (C): -0.815, atom 46 (S): 1.289, atom 47 (C): -0.829, atom 48 (O): -1.052, atom 49 (H): 0.263, atom 50 (H): 0.255, atom 51 (H): 0.248, atom 52 (H): 0.249, atom 53 (H): 0.281, atom 54 (H): 0.254, atom 55 (F): -0.338, atom 56 (C): 0.436, atom 57 (F): -0.363, atom 58 (F): -0.387

---

[4]
A cluster of 2 separate species, C5H14N2 in total. Source: the OMol25 dataset; level of theory: ωB97M-V/def2-TZVPD.

Geometry as XYZ:
```
21
C5H14N2 (ωB97M-V/def2-TZVPD)
C -0.79448 -2.44891 0.02915
C -0.54252 -0.99066 0.16946
C 0.59218 -0.35780 1.03884
C 1.62749 0.68501 0.37705
C 1.06964 1.51337 -0.76302
N -0.32991 1.99899 -0.64084
N -1.71727 -0.18820 0.08497
H 0.22329 -2.93242 -0.02880
H -1.09112 -2.60026 -0.98519
H -1.49046 -2.96938 0.71266
H 0.84448 -1.36499 -1.35319
H 1.05720 -1.28595 1.49525
H 0.07273 0.13204 1.84576
H 1.85478 1.27225 1.29277
H 2.60912 0.21673 0.04726
H 1.29009 0.99576 -1.70655
H 1.60307 2.46708 -0.82824
H -0.97562 1.28044 -0.22343
H -0.42910 2.75661 -0.03408
H -0.56910 -0.47760 -0.85631
H -2.38299 -0.57189 -0.59570
```

- Energy relative to the best compared isomer or geometry (same formula, charge and spin): 7.419 eV

The net atomic charges from natural (NBO), expressed in e, are: atom 1 (C): -0.661, atom 2 (C): -0.015, atom 3 (C): -0.432, atom 4 (C): -0.403, atom 5 (C): -0.252, atom 6 (N): -0.876, atom 7 (N): -0.623, atom 8 (H): 0.235, atom 9 (H): 0.228, atom 10 (H): 0.228, atom 11 (H): -0.173, atom 12 (H): 0.225, atom 13 (H): 0.218, atom 14 (H): 0.205, atom 15 (H): 0.217, atom 16 (H): 0.196, atom 17 (H): 0.203, atom 18 (H): 0.374, atom 19 (H): 0.347, atom 20 (H): 0.416, atom 21 (H): 0.344

---

| no. | E (eV) | largest force on an atom (eV/A) |
| --- | --- | --- |
| 1 | -89321.7339 | 2.000 |
| 2 | -78561.6998 | 1.030 |
| 3 | -122299.3173 | 1.721 |
| 4 | -8385.1999 | 2.657 |